Entry 1:
A cluster of 10 separate species, C30H40O30 in total at a distorted geometry. Source: the Open Molecules 2025 dataset; level of theory: ωB97M-V/def2-TZVPD.

Each line ends with the Mulliken charge.
CARTESIAN COORDINATES (ANGSTROEM)
O 1.56979 4.89419 -4.14638  -0.5144
C 1.72958 3.72054 -4.20190  0.5536
O 1.24384 2.94852 -5.20200  -0.3658
C 1.31276 1.59952 -4.80286  -0.2488
C 2.35784 1.59965 -3.67577  1.1984
O 2.40744 2.97629 -3.30291  -0.2744
H 0.36010 1.24410 -4.40940  0.2040
H 1.65296 0.92277 -5.58478  0.3191
H 3.31804 1.15601 -3.93645  0.2544
H 1.98936 0.93764 -2.88999  -1.0503
O -6.47344 1.09756 5.26423  -0.5166
C -5.41445 0.58512 5.15117  0.6294
O -4.25293 1.28354 5.27093  -0.3646
C -3.14196 0.39938 5.25223  -0.0186
C -3.75744 -0.89046 4.71481  0.1149
O -5.15434 -0.71249 4.95579  -0.3973
H -2.30417 0.63830 4.59625  -0.0016
H -2.76122 0.32494 6.27226  0.3095
H -3.38789 -1.75259 5.26321  0.3436
H -3.65436 -0.95464 3.63123  -0.0355
O 2.01939 5.81095 -0.73600  -0.5248
C 2.49239 4.90996 -0.12608  0.3814
O 3.63925 4.96877 0.60507  -0.3977
C 3.88317 3.69907 1.19656  -0.3893
C 2.89219 2.75502 0.48500  0.6043
O 1.96820 3.68121 -0.06737  0.0978
H 4.88706 3.30635 1.03790  0.3823
H 3.67018 3.68154 2.26534  0.2815
H 2.34096 2.23794 1.27009  -0.3504
H 3.34398 2.18600 -0.32660  -0.0582
O 4.52150 0.12107 -1.12419  -0.4994
C 4.22828 -1.02495 -1.22741  0.1186
O 5.08941 -2.04661 -0.99770  -0.4088
C 4.44053 -3.25704 -1.38398  -0.5200
C 2.98009 -2.91691 -1.52396  0.4651
O 2.98715 -1.47406 -1.51831  0.3751
H 4.88275 -3.63061 -2.30852  0.3019
H 4.61340 -4.00382 -0.60928  0.3313
H 2.31903 -3.33683 -0.76809  -0.2393
H 2.54365 -3.10339 -2.50431  0.0831
O -0.99182 1.32801 2.31466  -0.5950
C -0.99082 0.87879 1.22831  0.4398
O -2.00273 0.20023 0.60145  -0.2718
C -1.61581 -0.15552 -0.70481  -0.4350
C -0.07874 -0.08650 -0.64168  0.6728
O 0.10653 0.79949 0.45377  0.1094
H -1.85064 -1.17042 -1.02497  0.4329
H -2.04400 0.54424 -1.42285  0.4328
H 0.40407 0.27894 -1.54132  -0.8787
H 0.41176 -1.01728 -0.35503  -0.0571
O -0.41054 -1.38505 3.62208  -0.4691
C -0.30879 -2.47094 3.13995  0.4009
O -0.16144 -2.72298 1.83355  0.1048
C 0.17493 -4.09569 1.65475  -0.1830
C -0.36906 -4.70687 2.94829  -0.6173
O -0.24681 -3.62760 3.85478  -0.3719
H -0.37475 -4.67222 0.90902  0.2920
H 1.25552 -4.18198 1.56064  0.1556
H 0.17263 -5.59769 3.25994  0.3647
H -1.42982 -4.96048 2.85107  0.3060
O 0.36500 -1.53256 -3.24663  -0.2084
C 0.04084 -2.56142 -3.75660  0.4734
O -0.38596 -2.63471 -5.01587  -0.3866
C -0.53247 -4.01245 -5.40719  -0.3359
C -0.03360 -4.77911 -4.19547  -0.3306
O 0.12454 -3.80803 -3.17976  -0.2856
H -1.58020 -4.16540 -5.66723  0.2886
H 0.01639 -4.17017 -6.33406  0.2608
H 0.91118 -5.30541 -4.36830  0.2716
H -0.69669 -5.58758 -3.88122  0.2802
O -4.17587 4.63026 -1.33028  -0.5214
C -3.02358 4.58502 -1.05701  0.4093
O -2.41473 3.45828 -0.62454  -0.2104
C -1.04815 3.67723 -0.34543  0.4163
C -0.79963 5.03224 -1.08678  0.0486
O -2.11294 5.55342 -1.24702  -0.3889
H -0.91345 3.73495 0.73519  0.2137
H -0.35560 2.96593 -0.78581  -0.3749
H -0.27650 4.90336 -2.03144  0.0608
H -0.23976 5.69242 -0.43830  0.2877
O -6.40451 3.23613 1.07746  -0.4964
C -6.11866 2.11869 0.82713  0.5691
O -6.32774 1.05634 1.65807  -0.3502
C -5.42387 0.04664 1.23131  0.3334
C -5.49932 0.27093 -0.26189  -0.2342
O -5.54158 1.70299 -0.32810  -0.2910
H -4.40701 0.15104 1.61416  -0.3590
H -5.86105 -0.91532 1.50000  0.4275
H -6.41331 -0.17520 -0.65605  0.3221
H -4.64353 -0.16409 -0.77603  0.1201
O 4.64851 -3.60625 2.04406  -0.5764
C 4.21793 -2.49896 2.10647  0.4248
O 4.83080 -1.50762 2.76441  -0.3720
C 4.10934 -0.30408 2.69993  -0.2482
C 2.78613 -0.69319 1.99898  0.6016
O 2.99133 -2.06985 1.70791  -0.1002
H 3.91627 0.03312 3.71832  0.3335
H 4.59344 0.48646 2.12679  0.1845
H 2.69972 -0.04032 1.13227  -0.6199
H 1.94653 -0.56382 2.67915  0.3562

Atomic forces in eV per Å
0.2 -0.1 0.2
-0.2 0.5 -0.3
-0.1 -0.1 -0.2
0.7 -1.0 0.5
-0.8 -0.7 -0.1
0.3 -0.5 0.4
-0.2 0.2 -0.2
-0.3 0.4 -0.4
0.3 0.7 -0.3
0.0 0.5 0.5
-0.5 -0.3 -0.1
0.6 0.9 0.5
0.4 0.3 -0.5
0.2 -0.8 0.0
-0.1 0.4 0.3
-0.3 -0.7 0.0
-0.3 0.9 0.0
-0.1 -0.2 0.0
-0.1 -0.2 -0.3
0.4 -0.3 0.1
0.3 0.1 0.3
0.4 0.3 -0.1
0.2 -0.2 0.0
-0.1 -1.1 -0.2
-0.1 1.0 0.8
-0.6 -0.2 -0.5
0.2 0.7 -0.1
0.1 0.5 0.0
0.1 -0.8 -0.5
-0.2 -0.4 0.3
0.0 0.5 0.0
0.0 -0.4 0.5
-0.7 0.3 -0.4
0.6 -1.2 0.3
-0.7 0.8 -1.1
0.4 0.2 0.6
0.0 0.2 -0.1
0.0 0.1 0.1
0.1 0.3 0.3
0.2 -0.7 0.1
-0.6 0.7 0.6
0.4 -1.7 -1.1
-0.5 0.2 0.8
1.3 -0.3 -1.1
-0.3 0.1 0.3
0.8 0.8 0.1
-0.7 0.0 0.6
0.0 0.1 0.1
-0.1 0.3 0.1
-0.3 -0.2 -0.2
-0.1 -0.3 -0.3
0.4 0.0 1.0
-0.3 0.0 -1.1
-0.4 -1.3 1.0
0.2 -0.1 -0.3
-0.1 0.4 0.3
0.2 1.0 -0.8
0.0 0.0 -0.1
0.1 0.2 0.3
0.1 0.0 0.0
-0.2 -0.4 0.5
0.5 0.0 -0.1
0.1 -0.5 -0.2
-0.6 0.4 -0.6
0.2 -1.4 -0.3
-0.1 1.1 -0.1
0.0 -0.1 0.4
0.3 0.0 0.2
0.2 0.5 -0.1
-0.3 0.4 0.2
-0.1 0.4 0.2
0.1 -0.4 -0.9
-0.2 -1.2 0.2
0.5 1.6 -0.7
0.1 -0.5 1.5
-0.2 0.2 -0.1
0.1 0.0 0.0
-0.5 -0.5 0.1
-0.2 0.1 -0.1
0.1 0.3 -0.3
-0.2 0.2 0.0
-0.1 0.3 0.1
0.6 0.4 0.5
-0.9 -0.9 -0.6
0.5 -0.4 0.2
0.0 -0.7 -0.2
-0.1 0.3 0.2
0.2 0.0 0.2
-0.1 0.2 -0.1
0.1 0.5 -0.2
-0.4 0.0 -0.7
-0.3 0.5 1.2
1.0 0.0 -0.3
-1.2 0.5 0.3
0.9 0.8 0.9
-0.2 -0.7 -1.0
0.2 0.1 0.0
0.5 -0.3 0.1
-0.5 -0.7 -0.4
-0.2 -0.2 -0.3

* energy above the lowest of the compared OMol25 structures with the same formula, charge and spin: 1.074 eV
* largest force on an atom: 0.0402 hartree/bohr
* SMILES: O=C1OCCO1.O=C1OCCO1.O=C1OCCO1.O=C1OCCO1.O=C1OCCO1.O=C1OCCO1.O=C1OCCO1.O=C1OCCO1.O=C1OCCO1.O=C1OCCO1
* E: -3424.426974 Ha
* net charge: 0


Entry 2:
A cluster of 13 separate species, H26O13 in total at a distorted geometry. Source: the Open Molecules 2025 dataset; level of theory: ωB97M-V/def2-TZVPD.

Each line ends with the Mulliken charge.
CARTESIAN COORDINATES (ANGSTROEM)
O 3.86795 -0.83802 1.67665  -0.6331
H 3.59830 -1.81017 1.43652  0.3321
H 2.98674 -0.31567 1.83787  0.3490
O 1.23298 2.00667 1.72916  -0.6053
H 0.55436 2.61586 2.16422  0.3210
H 2.11407 2.40190 1.85402  0.2894
O 0.75956 -1.72997 1.31322  -0.4032
H 1.53666 -1.32934 1.55540  -0.1210
H 1.09462 -2.16712 0.52801  0.3819
O 0.64576 3.41770 -1.14675  -0.5933
H 0.80592 2.97811 -0.28031  0.2886
H -0.27777 3.41931 -1.06241  0.2814
O 3.08313 2.01807 -1.79241  -0.6188
H 2.53383 2.42791 -2.46733  0.3133
H 2.63401 1.95045 -0.99665  0.2976
O -0.25143 -0.03699 3.37343  -0.6609
H 0.08175 0.23423 2.51910  0.2338
H -1.13454 -0.26096 3.30595  0.3424
O -3.49837 -0.41820 -0.72850  -0.6631
H -2.70438 0.10918 -0.88758  0.3852
H -3.36232 -1.29263 -0.94938  0.3002
O -2.15791 2.12335 -1.68212  -0.5949
H -2.49605 3.08137 -1.65412  0.2997
H -2.28026 1.80051 -2.53435  0.2822
O -2.53097 -1.32348 3.44965  -0.6881
H -2.18479 -2.17174 3.33338  0.3347
H -2.50542 -0.95434 2.58070  0.3522
O -0.00404 0.14851 -0.05881  -0.2006
H -0.03437 0.91951 -0.47400  0.1432
H -0.40319 -0.58383 -0.61510  0.3175
O 0.90514 -1.28193 -3.65896  -0.5296
H 1.28095 -2.14148 -3.77128  0.2834
H 1.28602 -0.54339 -3.87108  0.2314
O -0.96331 -0.96059 -2.02254  -0.5958
H -0.94683 -0.07224 -2.37080  0.2129
H -0.49762 -1.71340 -2.53148  0.2965
O -1.17008 -3.56975 1.00280  -0.6586
H -1.25341 -2.99546 0.35270  0.2701
H -0.34470 -3.14194 1.54317  0.4267

Atomic forces in eV per Å
-3.0 -1.2 -0.3
0.7 2.9 0.8
2.6 -1.5 -0.4
-0.8 1.4 0.3
1.6 -1.2 -0.6
-0.6 0.1 0.2
-1.8 -2.6 -0.8
2.5 1.9 1.7
-0.4 -0.3 -0.6
1.6 -0.7 1.3
0.7 0.3 -0.5
-2.4 0.3 -0.6
2.1 -0.2 -2.6
-0.3 0.1 0.6
-1.7 -0.1 2.0
3.5 1.3 0.7
-0.2 0.1 -0.4
-2.6 -0.8 0.0
-0.9 3.2 1.0
-0.2 -0.5 0.1
0.9 -2.6 -0.8
0.0 2.9 2.7
0.6 -2.4 -0.3
-0.6 -0.5 -2.5
-1.3 1.6 1.0
0.9 -2.3 -0.2
-0.5 0.3 -1.2
0.1 -5.2 3.3
-0.4 5.0 -3.1
0.6 1.6 0.5
-4.8 -6.3 2.1
1.3 0.2 -0.7
4.3 5.8 -2.1
-0.9 -3.2 0.0
0.7 -0.3 -1.0
-0.9 3.1 0.5
3.5 -2.9 6.7
-0.9 4.3 -4.9
-2.9 -1.4 -1.7

* energy above the lowest of the compared OMol25 structures with the same formula, charge and spin: 5.955 eV
* largest force on an atom: 0.1599 hartree/bohr
* E: -993.554387 Ha
* net charge: 0


Entry 3:
A cluster of 2 separate species, C4H7Cl2N in total at a distorted geometry. Source: the Open Molecules 2025 dataset; level of theory: ωB97M-V/def2-TZVPD.

Each line ends with the Mulliken charge.
CARTESIAN COORDINATES (ANGSTROEM)
C -0.42021 0.17292 -0.26465  -0.2665
C 1.90408 -0.64634 1.08450  -1.1368
C -1.37689 -0.63097 -2.31077  -0.8522
C 2.51640 0.14766 0.02075  0.3040
N -0.97198 -0.27212 -1.16230  0.1340
Cl 3.42198 1.64800 0.69309  -0.2012
Cl 3.58615 -0.92688 -0.99968  -0.1916
H 1.89254 0.41047 -0.72970  0.2098
H 2.76091 -1.25514 1.55624  0.3267
H 1.29075 -1.37403 0.57610  0.3756
H 1.16219 -0.14216 1.80896  0.3372
H -1.80482 0.16070 -2.85229  0.3647
H -1.97446 -1.59383 -2.31984  0.2613
H -0.50036 -0.70092 -2.93605  0.3350

Atomic forces in eV per Å
0.2 1.0 1.9
0.2 -1.5 2.3
-1.8 -3.6 -6.6
2.9 0.4 1.2
1.5 1.6 5.5
-0.8 -1.5 -0.8
0.2 0.3 0.6
-2.1 1.8 -1.7
-1.5 1.1 -0.1
-0.2 -0.5 -0.1
1.8 -0.4 -1.1
-1.7 1.0 -0.4
0.6 1.2 -0.2
0.5 -1.1 -0.5

* energy above the lowest of the compared OMol25 structures with the same formula, charge and spin: 2.355 eV
* largest force on an atom: 0.1498 hartree/bohr
* E: -1131.651869 Ha
* net charge: 0